# 1
Molecular formula: C4H6N2O
Method: DFT, ωB97M-V/def2-TZVPD

Geometry as XYZ:
```
13
Properties=species:S:1:pos:R:3:lowdin_charge:R:1
H 2.45 0.94 0.49 0.079
H -1.55 -1.27 -1.63 0.159
O 0.16 0.61 -2.12 0.072
H 1.32 1.89 1.24 0.075
H 0.25 1.48 -1.67 0.117
C 0.50 0.25 0.27 -0.286
C -0.01 -0.06 -0.97 -0.378
N -0.99 -0.98 -0.84 0.085
C -0.28 -0.49 1.21 -0.050
N 1.49 1.26 0.45 0.063
C -1.20 -1.23 0.50 -0.133
H -1.97 -1.91 0.80 0.101
H -0.18 -0.47 2.28 0.096
```

Computed properties:
Total charge: 0
Multiplicity: 1
SMILES string: Nc1cc[nH]c1O
Energy relative to the best compared isomer or geometry (same formula, charge and spin) (eV): 1.220
E_HOMO (eV): -7.61
Orbital gap (eV): 8.55



# 2
Molecular formula: C4H6N2O
Method: DFT, ωB97M-V/def2-TZVPD

Geometry as XYZ:
```
13
Properties=species:S:1:pos:R:3:lowdin_charge:R:1
H -0.73 0.96 1.87 0.126
N -0.67 0.16 1.20 -0.029
H 1.29 -0.50 -1.60 0.172
C 0.91 -0.76 -0.52 -0.102
H -2.00 -1.21 0.22 0.020
N 2.99 -0.35 0.95 0.162
H -0.04 1.68 -1.67 0.169
O -0.03 1.59 -0.64 0.012
C -0.06 0.32 -0.16 -0.427
H -2.42 0.56 0.13 0.044
C 2.07 -0.57 0.33 -0.236
H 0.52 -1.66 -0.47 0.064
C -1.82 -0.24 0.35 0.025
```

Computed properties:
Total charge: 0
Multiplicity: 1
Energy relative to the best compared isomer or geometry (same formula, charge and spin) (eV): 4.465
E_HOMO (eV): -8.47
Orbital gap (eV): 8.90



Look up the E_HOMO of the second one. -8.47 eV